1.
Formula: C3H9N3O
Source: OMol25
Level of theory: wB97M-V/def2-TZVPD

## Properties
* molar mass: 103.12 g/mol
* multiplicity: 1
* energy relative to the best compared isomer or geometry (same formula, charge and spin): 576.2 kJ/mol
* LUMO energy: 0.70 eV
* HOMO energy: -7.40 eV
* frontier orbital gap: 8.1 eV

Last column: Löwdin charge in e.
Atoms and positions in Å:
C (1.54258, -0.18323, -0.42839)  -0.280
C (-1.72195, 0.54477, -0.13325)  -0.036
N (-0.47935, 0.44251, 0.63046)  -0.205
C (0.51249, -0.86099, 0.29180)  -0.380
N (1.13313, 0.32016, -1.73771)  -0.037
O (-0.83149, 0.39528, 2.01143)  -0.018
N (0.35165, -1.97700, 0.84363)  0.143
H (-0.03972, 0.68078, 2.49269)  0.118
H (-0.38445, -1.97139, 1.55128)  0.050
H (1.77517, 1.02067, -2.08362)  0.058
H (1.06500, -0.41565, -2.43504)  0.063
H (2.52753, -0.64452, -0.36287)  0.076
H (0.58869, 0.93436, 0.31843)  0.183
H (-2.33796, -0.34144, 0.03593)  0.095
H (-2.26240, 1.43491, 0.18502)  0.090
H (-1.43893, 0.62077, -1.17979)  0.081

***

2.
Formula: C31H50CoN2O7P2SSi2Te
Source: OMol25
Level of theory: wB97M-V/def2-TZVPD

## Properties
* molar mass: 899.47 g/mol
* multiplicity: 4
* energy relative to the best compared isomer or geometry (same formula, charge and spin): 979.2 kJ/mol
* LUMO energy (spin up / spin down): -0.03 / -0.03 eV
* HOMO energy (spin up / spin down): -6.87 / -7.17 eV
* frontier orbital gap (spin up / spin down): 6.8 / 7.1 eV
* expectation value of S²: 3.76

Last column: Löwdin spin population.
Atoms and positions in Å:
Co (0.82627, 1.39201, 0.17946)  2.669
N (5.12309, -0.11351, 0.26715)  0.000
C (4.23141, 1.11036, 0.39825)  0.001
C (5.10876, 2.33380, 0.60241)  0.000
P (3.24611, 0.84023, 2.01188)  0.010
O (3.60995, -1.70013, 2.04977)  0.000
O (1.99246, 1.70255, 1.82401)  0.043
O (2.63597, -0.72889, 1.61360)  0.004
P (3.35001, 1.34102, -1.27102)  0.007
O (2.95648, -1.28863, -0.99909)  0.006
O (2.26018, 2.36074, -0.92479)  0.024
O (2.27351, -0.02457, -1.14136)  0.017
H (5.44812, -0.43188, 1.18619)  0.000
H (5.92963, 0.07006, -0.32921)  0.000
H (4.55483, -0.87014, -0.15056)  0.000
H (5.65837, 2.29066, 1.54780)  0.000
H (4.47428, 3.22122, 0.62936)  0.000
H (5.82334, 2.46663, -0.21734)  0.000
H (3.26988, -1.93788, 2.92968)  0.000
H (2.39441, -1.67833, -0.30735)  0.000
N (-0.89476, 0.93804, 0.66086)  0.116
C (-1.83397, 0.10830, 0.61032)  0.024
C (-3.19939, 0.44045, 1.14238)  0.006
C (-4.03815, -0.53657, 1.67166)  0.000
C (-5.25894, -0.18848, 2.23137)  0.000
C (-5.65788, 1.13967, 2.26513)  0.000
C (-4.82521, 2.12146, 1.74410)  0.000
C (-3.60461, 1.77264, 1.18832)  0.000
C (-1.60867, -1.26425, 0.03615)  0.007
C (-2.53323, -1.87705, -0.80161)  0.001
C (-2.24385, -3.09468, -1.40779)  0.001
C (-1.03529, -3.72591, -1.16209)  0.000
C (-0.11629, -3.13479, -0.30033)  0.001
C (-0.39780, -1.91157, 0.28459)  0.002
H (-3.71224, -1.56829, 1.67985)  0.000
H (-5.89375, -0.95706, 2.65442)  0.000
H (-6.61103, 1.41045, 2.70195)  0.000
H (-5.12793, 3.16128, 1.77395)  0.000
H (-2.92843, 2.52489, 0.79972)  0.000
H (-3.48512, -1.39403, -0.98984)  0.000
H (-2.96804, -3.54907, -2.07276)  0.000
H (-0.81368, -4.67893, -1.62572)  0.000
H (0.81199, -3.64670, -0.06809)  0.000
H (0.31128, -1.44860, 0.96398)  0.001
C (4.22341, -3.09375, 5.93382)  0.000
C (3.03478, -2.35605, 5.37883)  0.000
C (2.97697, -0.96340, 5.40098)  0.000
C (1.88012, -0.28744, 4.88787)  0.000
C (0.81588, -1.00547, 4.36381)  0.000
C (0.85900, -2.38880, 4.30696)  0.000
C (1.96722, -3.05410, 4.81458)  0.000
S (-0.59396, -0.16859, 3.63308)  0.000
C (-1.17836, 0.62060, 5.14471)  0.000
O (-1.58010, -1.23412, 3.31283)  0.000
H (4.92562, -2.40884, 6.40719)  0.000
H (4.75706, -3.63125, 5.14740)  0.000
H (3.91638, -3.82951, 6.67830)  0.000
H (3.80891, -0.39941, 5.80544)  0.000
H (1.86483, 0.79659, 4.87881)  0.000
H (0.02185, -2.91845, 3.86877)  0.000
H (1.99904, -4.13750, 4.77995)  0.000
H (-1.34479, -0.13871, 5.90697)  0.000
H (-2.11229, 1.11453, 4.87974)  0.000
H (-0.45089, 1.36167, 5.47277)  0.000
C (-1.87988, 4.40996, -1.53637)  -0.001
Si (-2.97387, 3.37352, -2.65194)  0.000
C (-4.75441, 3.50543, -2.07953)  0.000
C (-2.81972, 3.94629, -4.42868)  0.001
C (-2.44561, 1.57397, -2.55320)  0.004
Te (-0.33437, 1.35519, -2.75067)  0.045
C (-0.38165, -0.67400, -3.41506)  0.005
Si (0.70617, -1.11511, -4.87877)  0.001
C (0.98118, 0.33294, -6.03205)  0.001
C (2.36044, -1.71535, -4.22939)  0.000
C (-0.14292, -2.50246, -5.81795)  0.000
H (-2.08998, 5.47337, -1.67662)  0.000
H (-0.81586, 4.26041, -1.74042)  0.000
H (-2.05400, 4.17178, -0.48446)  0.000
H (-5.17496, 4.48825, -2.30625)  0.000
H (-4.82512, 3.34581, -1.00273)  0.000
H (-5.38210, 2.75332, -2.56337)  0.000
H (-3.09604, 4.99734, -4.53616)  0.000
H (-3.46782, 3.35998, -5.08455)  0.000
H (-1.79168, 3.82989, -4.77946)  0.001
H (-2.88959, 1.00340, -3.37225)  0.001
H (-2.74832, 1.11760, -1.60997)  0.001
H (-1.43187, -0.87238, -3.64012)  0.000
H (-0.12562, -1.29524, -2.55397)  0.001
H (1.49473, 1.15491, -5.53026)  0.000
H (0.03928, 0.72758, -6.41976)  0.000
H (1.59194, 0.01532, -6.88128)  0.000
H (2.88553, -0.92117, -3.68729)  0.000
H (2.99890, -2.04278, -5.05350)  0.000
H (2.23627, -2.55459, -3.54224)  0.000
H (-1.07818, -2.15871, -6.26591)  0.000
H (-0.37797, -3.33964, -5.15631)  0.000
H (0.49435, -2.87934, -6.62167)  0.000

***

3.
Formula: C25H21IrN5O6S
Source: OMol25
Level of theory: wB97M-V/def2-TZVPD

## Properties
* molar mass: 711.76 g/mol
* multiplicity: 1
* energy relative to the best compared isomer or geometry (same formula, charge and spin): 180.5 kJ/mol
* LUMO energy: 2.12 eV
* HOMO energy: -4.10 eV
* frontier orbital gap: 6.2 eV
* charge: -1

Last column: Löwdin charge in e.
Atoms and positions in Å:
Ir (0.03874, 0.31437, 0.46608)  1.239
O (-3.11108, -2.36481, -1.78696)  0.065
C (-2.25717, -3.38654, -1.94840)  -0.262
C (-2.79825, -4.60877, -2.35286)  -0.025
C (-1.99086, -5.71196, -2.54778)  -0.106
C (-0.61402, -5.61568, -2.37637)  -0.112
C (-0.06654, -4.40824, -1.98112)  -0.040
C (-0.86647, -3.29150, -1.75147)  -0.074
C (-0.26310, -2.04818, -1.19749)  -0.435
O (-1.02199, -1.31094, -0.46177)  -0.185
N (0.98877, -1.83048, -1.45642)  0.066
N (1.46711, -0.69553, -0.84376)  -0.098
C (2.73685, -0.64630, -0.71611)  -0.074
C (3.51773, 0.40765, -0.11834)  -0.143
C (4.91246, 0.27295, -0.15412)  -0.057
C (5.75147, 1.20829, 0.41042)  -0.114
C (5.18846, 2.30481, 1.06508)  -0.096
C (3.81956, 2.45197, 1.12425)  -0.009
C (2.94922, 1.52769, 0.51700)  -0.337
O (1.65891, 1.78472, 0.52573)  -0.254
H (-2.66216, -1.59812, -1.37302)  0.067
H (-3.87232, -4.67093, -2.47530)  0.111
H (-2.43720, -6.65985, -2.82414)  0.094
H (0.01666, -6.48305, -2.52301)  0.089
H (0.99787, -4.30918, -1.81785)  0.104
H (3.29452, -1.50834, -1.08209)  0.124
H (5.33039, -0.59449, -0.65417)  0.105
H (6.82551, 1.09254, 0.34712)  0.090
H (5.82756, 3.04860, 1.52598)  0.096
H (3.36482, 3.29038, 1.63672)  0.115
O (1.52387, 0.43001, 4.16464)  0.054
C (0.63036, 0.04441, 3.43197)  -0.607
O (0.80913, -0.40995, 2.22588)  -0.212
C (-0.77181, -0.02944, 3.98815)  -0.162
C (-0.89216, -0.44728, 5.31275)  -0.041
C (-2.12848, -0.58134, 5.91931)  -0.111
C (-3.27480, -0.30236, 5.18156)  -0.114
C (-3.16552, 0.12046, 3.87059)  -0.146
C (-1.91477, 0.28070, 3.25594)  -0.604
S (-1.94634, 0.95153, 1.64022)  0.618
H (0.02014, -0.65253, 5.85776)  0.111
H (-2.19933, -0.89584, 6.95347)  0.087
H (-4.25344, -0.40291, 5.63686)  0.091
H (-4.05352, 0.33931, 3.28902)  0.087
C (-0.83610, 4.50740, -3.30672)  -0.041
N (-1.09099, 3.21154, -2.73349)  -0.104
C (-2.39304, 2.58349, -2.70258)  -0.033
C (-2.11605, 1.34598, -1.83737)  -0.462
O (-2.89434, 0.44132, -1.69635)  0.074
N (-0.84223, 1.47889, -1.32115)  0.062
C (-0.29403, 2.58007, -1.83657)  -0.390
N (0.92287, 2.99148, -1.53795)  0.227
H (-1.44905, 4.62577, -4.19810)  0.089
H (0.20926, 4.58838, -3.60525)  0.083
H (-1.06591, 5.32450, -2.61374)  0.095
H (-2.74827, 2.29576, -3.69196)  0.133
H (-3.13961, 3.22316, -2.22274)  0.138
H (1.37400, 2.52633, -0.71211)  0.034
H (1.25469, 3.87008, -1.88784)  0.100

***

4.
Formula: C3H3NO
Source: OMol25
Level of theory: wB97M-V/def2-TZVPD

## Properties
* SMILES: N=C=O.C#C
* molar mass: 69.06 g/mol
* multiplicity: 1
* energy relative to the best compared isomer or geometry (same formula, charge and spin): 352.3 kJ/mol
* LUMO energy: -0.24 eV
* HOMO energy: -10.58 eV
* frontier orbital gap: 10.3 eV

Last column: Löwdin charge in e.
Atoms and positions in Å:
C (1.08569, -0.18023, -0.04026)  -0.425
N (0.83877, -1.39723, 0.25302)  0.060
C (-1.11360, 0.21069, -0.19503)  -0.082
C (-1.58212, 1.32591, -0.11207)  0.036
O (1.76588, 0.76536, -0.07672)  0.190
H (1.56285, -2.10494, 0.19119)  0.091
H (-0.73622, -0.97986, 0.05528)  0.108
H (-1.82125, 2.36031, -0.07540)  0.021

***

5.
Formula: C42H47AsN3O3ReS4Te
Source: OMol25
Level of theory: wB97M-V/def2-TZVPD

## Properties
* molar mass: 1158.85 g/mol
* multiplicity: 2
* energy relative to the best compared isomer or geometry (same formula, charge and spin): 0.0 kJ/mol
* LUMO energy (spin up / spin down): -3.80 / -4.52 eV
* HOMO energy (spin up / spin down): -10.17 / -10.57 eV
* frontier orbital gap (spin up / spin down): 6.4 / 6.0 eV
* expectation value of S²: 0.85
* charge: +1

Last column: Löwdin spin population.
Atoms and positions in Å:
Re (-0.55017, -1.28522, -1.01643)  0.382
S (-0.85410, -5.58284, 0.32447)  0.001
As (0.92625, -5.19389, 1.17276)  0.003
S (-0.47097, -2.14929, 1.11982)  0.031
S (1.23203, -3.08773, 1.76338)  -0.005
S (2.48374, -6.32966, 1.74427)  0.006
C (0.39609, -5.32155, -3.07357)  0.000
C (1.23528, -4.05756, -3.25332)  0.001
C (2.27709, -3.87763, -2.18319)  0.004
C (3.24017, -4.88426, -2.12101)  -0.001
C (4.33991, -4.78569, -1.30266)  0.003
C (4.50024, -3.65075, -0.53023)  0.000
C (3.57266, -2.61837, -0.53161)  0.007
C (3.95622, -1.40798, 0.31105)  0.001
C (4.45884, -1.68677, 1.73048)  0.000
C (2.42772, -2.74738, -1.36227)  0.012
N (1.52323, -1.59140, -1.48104)  0.118
C (2.21608, -0.48328, -1.74235)  0.049
C (1.54576, 0.70666, -1.52553)  0.105
C (1.88519, 2.10876, -1.62540)  -0.006
C (0.80868, 2.80985, -1.24005)  0.056
C (-0.29175, 1.86635, -0.91833)  0.008
N (0.29282, 0.54625, -1.05424)  0.038
H (-0.29277, -5.44729, -3.90961)  0.000
H (-0.18174, -5.29564, -2.15315)  0.000
H (1.03150, -6.20699, -3.03987)  0.000
H (0.61686, -3.17421, -3.33067)  0.000
H (1.76752, -4.13406, -4.20625)  0.000
H (3.12535, -5.74260, -2.77078)  0.000
H (5.08465, -5.56957, -1.28369)  0.000
H (5.38332, -3.55391, 0.08545)  0.000
H (3.14585, -0.68736, 0.36813)  0.001
H (4.76183, -0.89899, -0.22941)  0.000
H (3.64484, -1.92106, 2.41115)  0.000
H (4.97124, -0.80430, 2.11528)  0.000
H (5.16341, -2.51473, 1.76971)  0.000
H (3.25006, -0.53719, -2.04842)  0.001
H (2.83369, 2.49602, -1.96089)  -0.002
H (0.69521, 3.88301, -1.21831)  0.002
H (-1.12595, 1.97294, -1.62027)  0.006
C (-4.00794, 0.64605, -1.22442)  0.003
C (-2.66061, 0.00294, -1.21380)  0.025
O (-2.12104, -0.36343, -2.32474)  0.000
N (-1.94900, -0.19186, -0.12069)  0.048
Te (-1.49674, 2.16105, 0.91008)  0.024
C (-1.18641, 4.22172, 1.40594)  0.001
C (-2.38283, 4.95168, 1.25073)  0.001
C (-3.63191, 4.41917, 0.58122)  0.001
C (-2.43605, 6.26137, 1.71579)  0.000
C (-1.34742, 6.87517, 2.31366)  0.001
C (-1.42005, 8.29043, 2.80652)  0.000
C (-0.16908, 6.14812, 2.41798)  0.000
C (-0.06142, 4.83712, 1.97429)  0.001
C (1.26729, 4.16390, 2.13910)  0.001
C (-0.73315, 1.18579, 2.61399)  0.003
C (-1.72754, 0.95515, 3.57463)  0.001
C (-3.17959, 1.31729, 3.39741)  0.001
C (-1.34799, 0.36928, 4.77640)  0.000
C (-0.03644, 0.00208, 5.03854)  0.000
C (0.34524, -0.66113, 6.32912)  0.000
C (0.91372, 0.22803, 4.05294)  0.000
C (0.59204, 0.80172, 2.82928)  0.001
C (1.67447, 0.84535, 1.79768)  0.000
H (-4.64889, 0.13164, -1.93870)  0.000
H (-3.90804, 1.68150, -1.56286)  0.002
H (-4.46011, 0.63330, -0.23555)  0.000
H (-3.43007, 4.02500, -0.41700)  0.000
H (-4.35151, 5.22715, 0.46745)  0.000
H (-4.12047, 3.62870, 1.15481)  0.000
H (-3.35860, 6.81762, 1.60085)  0.000
H (-2.44252, 8.66278, 2.79525)  0.000
H (-0.81456, 8.94689, 2.17975)  0.000
H (-1.03679, 8.36679, 3.82397)  0.000
H (0.70510, 6.61796, 2.85401)  0.000
H (2.04884, 4.90932, 2.27637)  0.000
H (1.53185, 3.56934, 1.26896)  0.001
H (1.27083, 3.51207, 3.01473)  0.000
H (-3.56429, 1.05004, 2.41166)  0.001
H (-3.34605, 2.38641, 3.55568)  0.000
H (-3.78200, 0.77842, 4.12580)  0.000
H (-2.10922, 0.18798, 5.52570)  0.000
H (-0.45946, -0.60516, 7.05939)  0.000
H (1.23461, -0.20037, 6.75865)  0.000
H (0.57251, -1.71480, 6.15709)  0.000
H (1.94180, -0.07126, 4.22753)  0.000
H (2.63058, 1.12837, 2.23936)  0.000
H (1.46533, 1.52289, 0.98011)  0.000
H (1.77887, -0.15344, 1.37668)  0.000
O (-3.19811, -3.76993, -2.38932)  0.009
C (-2.27156, -3.13684, -2.78957)  0.004
O (-1.31945, -2.76147, -1.83677)  0.050
C (-2.01822, -2.81138, -4.22050)  0.000
C (-1.10661, -1.86881, -4.68882)  -0.001
C (-0.97344, -1.64541, -6.04807)  0.000
C (-1.74795, -2.36067, -6.95114)  0.000
C (-2.65974, -3.29915, -6.49264)  0.000
C (-2.79889, -3.51968, -5.13317)  0.000
H (-0.49830, -1.29549, -4.00558)  -0.001
H (-0.26501, -0.90985, -6.40444)  0.000
H (-1.64182, -2.18351, -8.01307)  0.000
H (-3.26354, -3.85985, -7.19284)  0.000
H (-3.50854, -4.24477, -4.75887)  0.000